Below is a structure of composition C19H39FN2OSi2, with properties calculated with ωB97M-V/def2-TZVPD.

Calculated values
E_LUMO = 0.638 eV
Frontier orbital gap = 0.329 Eh
Relative energy (zero: lowest compared OMol25 entry of this formula, charge and spin) = 0.0 kJ/mol

Geometry as XYZ:
```
64
C19H39FN2OSi2, DFT ωB97M-V/def2-TZVPD
C 1.230 -4.267 1.999
C 1.967 -4.098 0.676
C 2.726 -2.780 0.592
C 3.393 -2.549 -0.772
C 2.578 -1.697 -1.764
C 3.240 -0.354 -2.079
C 3.563 0.497 -0.836
C 3.116 1.951 -0.958
C 1.595 2.158 -0.970
Si 0.738 1.669 0.615
O -0.014 0.188 0.583
Si -1.151 -0.276 -0.529
C -1.373 -2.127 -0.367
C -2.258 -2.708 -1.436
C -1.621 -2.893 -2.789
N -3.484 -2.999 -1.296
C -2.787 0.590 -0.239
C -3.582 0.713 -1.536
C -3.339 2.015 -2.275
F -4.951 0.609 -1.241
H 0.591 -3.406 2.206
H 0.609 -5.162 2.000
H 1.940 -4.353 2.823
H 1.262 -4.171 -0.157
H 2.685 -4.915 0.562
H 2.043 -1.951 0.804
H 3.481 -2.755 1.382
H 3.609 -3.522 -1.220
H 4.363 -2.074 -0.613
H 2.449 -2.247 -2.697
H 1.573 -1.513 -1.370
H 4.156 -0.551 -2.640
H 2.591 0.217 -2.749
H 4.639 0.503 -0.660
H 3.118 0.040 0.054
H 3.561 2.530 -0.146
H 3.521 2.351 -1.892
H 1.164 1.656 -1.839
H 1.389 3.223 -1.115
H 1.739 1.628 1.707
H -0.276 2.687 0.989
H -0.691 0.044 -1.904
H -0.389 -2.599 -0.390
H -1.802 -2.304 0.624
H -0.570 -3.169 -2.693
H -2.154 -3.657 -3.348
H -1.663 -1.954 -3.345
H -3.802 -2.807 -0.345
H -3.366 -0.036 0.444
H -2.661 1.571 0.224
H -3.357 -0.122 -2.208
H -3.266 2.854 -1.583
H -4.163 2.202 -2.961
H -2.413 1.948 -2.849
N -0.987 4.098 3.639
C -1.056 5.282 4.320
C -2.380 5.578 4.511
C -3.138 4.530 3.922
C -2.249 3.633 3.392
H -0.140 3.640 3.358
H -0.165 5.811 4.609
H -2.763 6.449 5.017
H -4.211 4.445 3.892
H -2.407 2.707 2.866
```

=====

Below is a structure of composition C19H39MgN3O8S3 in a non-equilibrium geometry, with properties calculated with ωB97M-V/def2-TZVPD.

Calculated values
E_LUMO = -0.786 eV
Frontier orbital gap = 0.242 Eh
Relative energy (zero: lowest compared OMol25 entry of this formula, charge and spin) = 0.0 kJ/mol

Geometry as XYZ:
```
73
C19H39MgN3O8S3, DFT ωB97M-V/def2-TZVPD
Mg -0.772 0.470 -2.222
C -0.140 -0.260 -0.284
O 0.381 -0.781 -1.255
O 0.078 0.948 -0.498
O -1.332 -0.318 -0.568
C 0.331 4.331 0.117
C 0.869 4.027 1.435
N 1.325 3.828 2.515
H 0.803 5.174 -0.387
H -0.709 4.576 0.332
H 0.482 3.402 -0.433
C 2.594 -2.888 -0.392
C 3.264 -3.907 0.415
N 3.776 -4.711 1.091
H 3.233 -2.620 -1.233
H 2.260 -2.074 0.251
H 1.672 -3.294 -0.809
C 3.211 1.131 0.823
C 4.234 1.658 1.740
N 5.013 2.070 2.521
H 3.209 0.044 0.745
H 3.532 1.592 -0.111
H 2.206 1.413 1.136
C 3.252 0.196 -3.680
S 1.936 1.433 -3.969
O 0.588 0.819 -3.570
C 2.447 2.646 -2.686
H 3.069 -0.210 -2.685
H 4.230 0.656 -3.542
H 3.188 -0.579 -4.444
H 3.449 3.077 -2.700
H 2.232 2.096 -1.770
H 1.687 3.421 -2.598
C -1.932 1.928 2.692
S -3.537 2.756 2.400
O -3.173 4.263 2.491
C -3.444 2.561 0.617
H -1.036 2.546 2.646
H -1.829 1.171 1.915
H -1.926 1.480 3.686
H -2.524 3.068 0.325
H -4.213 3.231 0.234
H -3.465 1.541 0.233
C -0.971 -3.279 -3.022
S -2.215 -2.007 -3.500
O -1.476 -0.644 -3.469
C -2.408 -2.466 -5.255
H -0.096 -3.239 -3.671
H -1.393 -4.283 -2.982
H -0.564 -3.131 -2.022
H -1.427 -2.449 -5.729
H -3.118 -1.841 -5.798
H -2.830 -3.470 -5.309
C 0.755 -0.999 2.781
C 1.337 -0.589 4.097
O 1.843 -1.378 4.870
C 1.426 0.923 4.377
H 0.702 -2.086 2.717
H 1.356 -0.627 1.952
H -0.246 -0.584 2.664
H 1.592 1.563 3.511
H 2.186 1.141 5.128
H 0.438 1.098 4.802
C -2.954 -3.326 0.568
C -3.228 -2.633 1.870
O -3.146 -3.226 2.913
C -3.736 -1.200 1.851
H -3.618 -2.893 -0.181
H -3.154 -4.396 0.628
H -2.005 -3.167 0.057
H -3.742 -0.814 0.832
H -3.081 -0.658 2.533
H -4.743 -1.253 2.264
```

=====

Below is a cluster of 3 separate species, C19H40BF12N2O4S2 in total, with properties calculated with ωB97M-V/def2-TZVPD.

Calculated values
E_LUMO = 2.071 eV
Frontier orbital gap = 0.251 Eh
Net charge = -1

Geometry as XYZ:
```
80
C19H40BF12N2O4S2, DFT ωB97M-V/def2-TZVPD
C 4.418 4.174 2.560
C 3.737 2.835 2.242
O 3.095 2.275 3.349
B 1.640 2.485 3.579
C 1.105 4.020 3.267
C 0.830 4.354 1.793
C -0.213 5.417 1.497
F -0.657 6.072 2.592
F 0.318 6.384 0.680
C -1.471 4.957 0.683
F -2.128 6.031 0.224
F -1.057 4.246 -0.372
S -2.782 3.916 1.600
F -2.330 2.578 0.884
F -1.797 3.601 2.797
F -3.287 5.225 2.352
F -3.818 4.185 0.419
F -3.911 3.098 2.346
C 1.398 2.296 5.185
O 1.971 1.038 5.668
C 1.921 0.823 6.953
F 0.666 0.860 7.478
F 2.636 1.709 7.692
F 2.416 -0.393 7.225
C 0.686 1.360 2.783
S 1.588 0.458 1.507
C 0.266 -0.502 0.701
C -0.661 -1.233 1.665
H 4.729 4.159 3.608
H 3.757 5.033 2.422
H 5.310 4.319 1.941
H 4.506 2.130 1.899
H 3.048 2.952 1.394
H 1.829 4.749 3.651
H 0.197 4.182 3.861
H 0.580 3.456 1.221
H 1.741 4.749 1.336
H 0.326 2.274 5.416
H 1.853 3.119 5.750
H 0.288 0.636 3.501
H -0.183 1.829 2.304
H -0.308 0.155 0.041
H 0.792 -1.242 0.092
H -0.081 -1.745 2.437
H -1.253 -1.977 1.123
H -1.353 -0.547 2.156
C 0.900 -6.711 -1.632
C 0.599 -5.373 -2.296
C 1.405 -4.198 -1.732
O 0.973 -3.743 -0.467
C 1.501 -4.423 0.653
N -0.844 -5.126 -2.265
H 0.437 -6.775 -0.646
H 0.498 -7.526 -2.234
H 1.975 -6.865 -1.514
H 0.886 -5.448 -3.351
H 1.276 -3.347 -2.405
H 2.477 -4.441 -1.699
H 2.532 -4.744 0.470
H 0.902 -5.296 0.926
H 1.495 -3.721 1.487
H -1.037 -4.287 -2.805
H -1.098 -4.897 -1.308
C -1.069 -1.728 -6.346
C -2.011 -2.901 -6.097
C -3.443 -2.668 -6.589
O -4.209 -1.792 -5.787
C -4.049 -0.413 -6.057
N -1.950 -3.269 -4.682
H -1.249 -0.918 -5.638
H -0.036 -2.046 -6.215
H -1.184 -1.331 -7.357
H -1.634 -3.757 -6.668
H -3.975 -3.623 -6.564
H -3.437 -2.315 -7.630
H -3.911 -0.235 -7.129
H -3.205 0.020 -5.517
H -4.960 0.087 -5.732
H -2.467 -4.130 -4.526
H -2.442 -2.557 -4.148
```

=====

Below is a structure of composition C19H40BNO7PtS3 in a non-equilibrium geometry, with properties calculated with ωB97M-V/def2-TZVPD.

Calculated values
E_LUMO (alpha / beta) = -3.103 / -7.241 eV
Frontier orbital gap (alpha / beta) = 0.255 / 0.101 Eh
Net charge = +1
Multiplicity = 4

Geometry as XYZ:
```
72
C19H40BNO7PtS3, DFT ωB97M-V/def2-TZVPD
Pt -1.198 0.537 -1.163
B 0.385 -0.090 0.313
H 0.277 -0.813 -0.481
H 1.171 -0.325 1.013
H 0.461 0.892 -0.129
H -0.516 -0.114 0.906
C -1.667 -2.902 -1.499
C -1.203 -2.212 -2.803
C -1.602 -2.957 -4.041
O -1.494 -0.829 -2.820
H -2.753 -2.928 -1.420
H -1.431 -2.257 -0.652
H -1.263 -3.865 -1.187
H -0.119 -2.301 -2.741
H -1.094 -2.515 -4.898
H -2.669 -2.963 -4.266
H -1.147 -3.947 -4.045
C 3.752 0.819 -2.334
C 2.846 0.158 -3.375
C 2.219 1.380 -4.144
S 1.464 2.381 -2.815
O 0.190 1.785 -2.345
O 1.526 3.782 -3.122
C 2.883 1.890 -1.643
H 4.619 1.210 -2.867
H 4.228 0.094 -1.673
H 2.084 -0.415 -2.845
H 3.330 -0.509 -4.088
H 1.529 1.182 -4.964
H 2.950 2.085 -4.541
H 2.435 1.550 -0.709
H 3.436 2.796 -1.396
C 0.872 3.694 2.388
C -0.094 3.021 3.416
C -1.373 2.507 2.756
S -1.498 3.390 1.085
O -2.653 4.234 1.191
O -1.459 2.412 0.062
C 0.071 4.362 1.189
H 1.512 2.926 1.954
H 1.474 4.436 2.913
H -0.575 3.766 4.051
H 0.554 2.384 4.018
H -2.298 2.631 3.320
H -1.179 1.477 2.455
H -0.167 5.391 1.461
H 0.590 4.440 0.234
C -3.488 -2.628 2.465
C -4.971 -2.262 2.332
C -5.085 -1.244 1.084
S -3.657 -0.098 1.253
O -4.133 1.154 1.794
O -2.890 -0.234 0.041
C -2.826 -1.173 2.499
H -3.100 -3.147 1.589
H -3.291 -3.234 3.350
H -5.349 -1.774 3.231
H -5.587 -3.133 2.110
H -5.848 -0.465 1.084
H -4.958 -1.698 0.101
H -3.058 -0.699 3.453
H -1.748 -1.191 2.339
N 3.272 -1.379 1.038
C 3.998 -1.503 2.216
C 5.133 -2.261 1.906
C 4.981 -2.681 0.629
C 3.895 -2.132 0.026
H 2.416 -0.864 0.895
H 3.712 -1.104 3.179
H 5.999 -2.534 2.491
H 5.716 -3.301 0.137
H 3.455 -2.086 -0.959
```

=====

Below is a cluster of 9 separate species, C19H40Cl2N9O21S in total in a non-equilibrium geometry, with properties calculated with ωB97M-V/def2-TZVPD.

Calculated values
E_LUMO = 0.348 eV
Frontier orbital gap = 0.162 Eh
Net charge = -1

Geometry as XYZ:
```
92
C19H40Cl2N9O21S, DFT ωB97M-V/def2-TZVPD
C -3.124 -1.039 -1.354
O -3.995 0.113 -1.551
C -3.178 1.336 -1.502
N -3.961 2.381 -2.203
C -5.208 2.713 -1.508
Cl -5.338 3.327 0.218
C -6.444 2.514 -2.200
C -6.445 1.941 -3.689
Cl -7.999 2.894 -1.327
C -3.150 3.581 -2.568
S -2.041 3.073 -4.013
C -2.275 4.205 -1.378
C -0.776 3.653 -1.269
O 0.200 4.388 -2.070
C 1.357 3.526 -2.116
C 1.908 3.121 -3.582
O 1.935 3.144 -1.058
C -4.137 4.720 -3.198
O -4.603 5.685 -2.490
O -4.484 4.726 -4.550
H -3.679 -1.794 -0.695
H -2.795 -1.503 -2.363
H -2.190 -0.715 -0.796
H -2.191 1.064 -2.008
H -3.052 1.556 -0.370
H -6.124 0.834 -3.751
H -5.656 2.522 -4.293
H -7.463 2.144 -4.158
H -2.912 2.286 -4.774
H -2.185 5.338 -1.598
H -2.741 4.128 -0.343
H -0.461 3.784 -0.162
H -0.663 2.532 -1.482
H 1.429 3.832 -4.344
H 3.032 3.343 -3.591
H 1.702 2.034 -3.847
C 0.188 -2.833 1.962
N -0.895 -2.050 1.311
O -1.816 -1.666 2.017
O -0.784 -1.846 0.114
H -0.041 -2.936 3.021
H 0.225 -3.808 1.479
H 1.115 -2.288 1.821
C 4.024 7.231 -4.305
N 4.027 5.766 -4.558
O 2.976 5.255 -4.902
O 5.087 5.182 -4.401
H 3.021 7.615 -4.482
H 4.318 7.386 -3.267
H 4.738 7.684 -4.991
C 4.144 -4.258 -0.348
N 2.941 -4.351 0.519
O 2.332 -5.408 0.524
O 2.649 -3.358 1.167
H 4.282 -5.208 -0.860
H 3.972 -3.455 -1.064
H 4.996 -4.039 0.294
C 6.842 -5.183 3.321
N 6.953 -5.179 1.839
O 7.477 -4.209 1.316
O 6.509 -6.152 1.250
H 7.274 -4.262 3.708
H 5.784 -5.246 3.571
H 7.387 -6.048 3.688
C -3.968 -1.546 4.683
N -3.796 -0.838 5.979
O -3.773 -1.519 6.993
O -3.688 0.375 5.933
H -4.049 -2.614 4.876
H -4.879 -1.168 4.220
H -3.093 -1.330 4.071
C 6.948 -8.344 6.652
N 6.754 -7.027 5.992
O 5.620 -6.727 5.660
O 7.751 -6.339 5.831
H 5.983 -8.843 6.729
H 7.634 -8.923 6.036
H 7.366 -8.157 7.641
C -0.826 0.636 7.850
N 0.400 0.919 7.059
O 1.360 1.381 7.658
O 0.357 0.669 5.867
H -0.645 0.905 8.888
H -1.634 1.235 7.431
H -1.037 -0.429 7.758
C -2.548 0.910 -7.722
N -3.513 0.127 -6.907
O -3.424 0.219 -5.696
O -4.325 -0.552 -7.515
H -1.891 1.463 -7.053
H -1.979 0.204 -8.326
H -3.124 1.592 -8.348
```

=====

Below is a structure of composition C19H40CrNO18 in a non-equilibrium geometry, with properties calculated with ωB97M-V/def2-TZVPD.

Calculated values
E_LUMO (alpha / beta) = -5.745 / -5.489 eV
Frontier orbital gap (alpha / beta) = 0.251 / 0.260 Eh
Net charge = +1
Multiplicity = 5

Geometry as XYZ:
```
79
C19H40CrNO18, DFT ωB97M-V/def2-TZVPD
Cr 2.287 -3.069 -0.062
C -1.424 -1.633 -1.536
C -0.035 -1.226 -1.079
C -0.097 0.183 -0.503
O 0.498 -2.123 -0.116
H -2.099 -1.808 -0.691
H -1.476 -2.613 -2.017
H -1.860 -0.855 -2.157
H 0.650 -1.245 -1.941
H 0.791 0.514 0.049
H -0.879 0.227 0.254
H -0.162 0.875 -1.345
C -1.103 -1.090 3.123
O -0.959 -0.864 4.520
C -2.001 -1.247 5.281
O -2.936 -1.862 4.863
O -1.886 -0.854 6.533
C -0.664 -0.414 7.109
H -0.159 -0.942 2.599
H -1.763 -0.302 2.752
H -1.501 -2.085 2.942
H -0.839 -0.152 8.147
H -0.331 0.429 6.502
H 0.166 -1.124 7.128
C -1.336 3.156 6.612
O -1.434 2.466 5.346
C -1.136 3.118 4.230
O -0.491 4.123 4.163
O -1.630 2.394 3.220
C -1.123 2.736 1.944
H -1.716 2.454 7.344
H -2.046 3.983 6.570
H -0.307 3.498 6.680
H -1.632 2.145 1.184
H -0.070 2.482 1.787
H -1.285 3.786 1.708
C 3.047 -0.025 2.335
O 2.657 -0.897 3.384
C 2.359 -2.146 3.124
O 2.503 -2.668 2.018
O 1.952 -2.699 4.215
C 1.758 -4.111 4.336
H 3.804 0.656 2.713
H 2.212 0.599 2.014
H 3.424 -0.523 1.444
H 2.643 -4.692 4.076
H 0.892 -4.435 3.762
H 1.581 -4.273 5.395
C 5.192 3.509 -5.155
O 5.235 2.689 -3.999
C 4.262 1.843 -3.747
O 3.373 1.561 -4.501
O 4.369 1.460 -2.466
C 3.293 0.696 -1.987
H 6.201 3.861 -5.368
H 4.650 4.439 -4.992
H 4.879 2.930 -6.020
H 2.337 1.195 -2.130
H 3.373 0.636 -0.895
H 3.277 -0.362 -2.263
C -3.335 -0.354 -6.842
O -2.577 -0.053 -5.674
C -1.251 -0.086 -5.806
O -0.650 -0.397 -6.786
O -0.750 0.182 -4.603
C 0.598 0.555 -4.468
H -3.388 -1.421 -7.063
H -3.013 0.201 -7.720
H -4.357 -0.044 -6.624
H 1.263 0.409 -5.316
H 1.120 0.257 -3.563
H 0.620 1.648 -4.346
C -3.964 -2.088 -3.668
N -5.276 -1.696 -4.224
O -5.623 -0.545 -4.058
O -5.778 -2.439 -5.041
H -3.731 -1.429 -2.842
H -3.235 -1.880 -4.444
H -3.956 -3.124 -3.347
```